Entry from the OMol25 dataset: a cluster of 7 separate species, C5H21NO6 in total at a distorted geometry (wB97M-V/def2-TZVPD).

Summary:
Energy = -19297.57045 eV
Multiplicity = 1
Orbital gap = 8.22 eV
LUMO = -0.340 eV
Structure (SMILES) = C=C(N)/C=C/C.O.O.O.O.O.O

Cartesian coordinates (Å):
N -0.87 -2.95 -2.37
C 0.15 -2.07 -1.90
C 1.02 -1.48 -2.65
C -1.06 -0.92 1.58
C -1.08 -1.34 0.21
C 0.09 -1.54 -0.47
H -1.38 -3.54 -1.54
H -1.63 -2.38 -2.86
H 1.08 -1.70 -3.74
H 1.91 -0.93 -2.36
H -1.42 -1.77 2.16
H -1.50 0.01 1.76
H -0.15 -0.66 2.10
H -1.97 -1.48 -0.41
H 1.08 -1.35 0.02
H 0.86 2.42 -2.62
H -0.05 1.36 -3.29
O -0.06 2.25 -2.93
H 1.26 -1.78 2.33
H 2.23 -1.09 2.90
O 2.06 -2.01 2.82
H 2.55 1.17 0.94
H 2.23 -0.19 0.22
O 2.31 0.27 1.14
H -0.45 4.03 0.62
H 1.09 3.86 0.72
O 0.25 3.81 1.22
H 0.05 1.32 2.32
H -0.33 2.22 3.40
O -0.12 1.32 3.22
H -3.47 1.82 -0.70
H -1.95 1.92 -0.93
O -2.71 1.38 -0.93

***

Entry from the OMol25 dataset: a cluster of 6 separate species, C5H21NO6S in total at a distorted geometry (wB97M-V/def2-TZVPD).

Summary:
Energy = -30133.48243 eV
Multiplicity = 1
Orbital gap = 9.30 eV
LUMO = 0.289 eV
Structure (SMILES) = CCN[C@H](C=O)CS.O.O.O.O.O

Cartesian coordinates (Å):
C -1.37 1.07 1.19
N -0.28 1.94 1.66
C 0.99 1.63 0.96
C 1.07 2.39 -0.38
S 1.96 1.41 -1.71
C 2.28 1.85 1.79
O 2.33 1.56 2.94
C -1.49 -0.29 1.88
H -2.26 1.75 1.51
H -1.43 0.87 0.13
H -0.11 2.08 2.67
H 0.87 0.56 0.93
H 0.08 2.54 -0.77
H 1.28 3.50 -0.14
H 2.20 2.55 -2.40
H 3.06 2.31 1.24
H -2.12 -0.27 2.78
H -0.62 -0.89 2.06
H -1.94 -1.07 1.22
H 0.34 -1.50 -3.55
H -0.95 -1.42 -2.63
O 0.02 -1.24 -2.68
H -0.55 -3.76 -0.72
H -1.54 -2.78 -0.32
O -1.47 -3.60 -0.76
H 0.42 -0.89 -0.04
H 0.45 -2.03 -0.90
O 0.30 -1.86 0.02
H -3.94 0.54 -1.60
H -2.33 0.42 -1.37
O -3.15 -0.02 -1.64
H 2.15 -2.61 0.14
H 3.06 -2.67 -1.07
O 2.68 -2.05 -0.45